DFT (ωB97M-V/def2-TZVPD) results for the ion C3H2NOS2 with charge -1 at a distorted geometry.

Last column: natural (NBO) charge in e.
Geometry (Å):
O (1.898882, -1.223014, 0.358091)  -0.684
C (0.982031, -0.511278, 0.028128)  0.625
N (0.865421, 0.184674, -1.034386)  -0.611
C (-0.395590, 1.003868, -1.094824)  -0.158
S (-0.673272, 2.193425, -2.191246)  -0.206
S (-1.396557, 0.789489, 0.264034)  0.256
C (-0.336837, -0.542178, 0.928280)  -0.658
H (-0.638925, -1.539751, 0.713110)  0.218
H (-0.305153, -0.355235, 2.028813)  0.217

Forces on atoms 1 to 3 (eV/Å):
O 1.628 -1.227 0.714
C -1.867 -0.383 2.699
N -3.558 4.160 -3.434

Properties
- Energy above the lowest of the compared OMol25 structures with the same formula, charge and spin: 96.8 kJ/mol
- Total energy: -1041.9478 hartree
- Net charge: -1
- Orbital gap: 7.76 eV
- M: 132.19 g/mol